Record 1
Below is a 8-piece molecular cluster, C16H39F30N4O2P5 overall in a non-equilibrium geometry, with properties calculated with the ωB97M-V functional and the def2-TZVPD basis.

Its total charge is -2. For the LUMO energy, the calculation gives 2.13 eV.

Last column: Mulliken charge in e.
CARTESIAN COORDINATES (ANGSTROEM)
C (1.5046, -0.4683, 1.3589)  -0.65
C (2.8556, -0.9867, 0.9346)  -0.81
N (2.6855, -1.2167, -0.4855)  0.47
C (2.6633, -0.2372, -1.4362)  -0.83
C (2.0515, -0.7844, -2.5247)  -0.66
N (1.7377, -2.0691, -2.2117)  0.37
C (2.1470, -2.3406, -0.9690)  -0.68
C (0.8658, -2.8801, -2.9815)  -0.16
H (1.2632, 0.4719, 0.8559)  0.01
H (1.3891, -0.2282, 2.4187)  0.50
H (0.6896, -1.1550, 1.1282)  0.38
H (3.1029, -1.9518, 1.3781)  0.32
H (3.6393, -0.2582, 1.1401)  0.30
H (3.1110, 0.7121, -1.1902)  0.59
H (1.6849, -0.4380, -3.4765)  0.76
H (1.9698, -3.2852, -0.4761)  0.62
H (1.2496, -3.0966, -3.9765)  0.33
H (-0.1109, -2.4095, -3.0012)  -0.26
H (0.7433, -3.8633, -2.5238)  0.40
C (1.5979, 4.6238, 5.9054)  -0.93
N (1.6103, 3.5156, 4.8800)  0.19
C (2.2387, 2.2429, 5.3768)  -0.59
C (0.2316, 3.2609, 4.3828)  -1.18
C (2.3557, 4.0795, 3.6010)  -0.72
C (2.5182, 3.0919, 2.4394)  -0.12
O (3.4242, 2.0339, 2.6570)  -0.46
H (2.6057, 4.6225, 6.3119)  0.37
H (0.8870, 4.2207, 6.6261)  0.40
H (1.2474, 5.5794, 5.5325)  0.35
H (3.2717, 2.4411, 5.6528)  0.32
H (2.1670, 1.5920, 4.5106)  0.22
H (1.6854, 1.9198, 6.2556)  0.35
H (-0.4483, 3.2935, 5.2381)  0.46
H (0.1530, 2.2417, 4.0097)  0.48
H (-0.1131, 4.0167, 3.6850)  0.30
H (3.3280, 4.4133, 3.9770)  0.42
H (1.7941, 5.0022, 3.4834)  0.49
H (2.9086, 3.6773, 1.5999)  0.33
H (1.5483, 2.7229, 2.1067)  0.01
H (4.2731, 2.3881, 2.9416)  0.32
C (-5.1161, -1.2078, -0.9385)  -0.73
N (-4.2232, -1.0415, -2.1562)  0.54
C (-3.0460, -1.9889, -2.0842)  -1.11
C (-5.0005, -1.3519, -3.3915)  -0.94
C (-3.6876, 0.3718, -2.1296)  1.41
C (-4.5774, 1.4268, -2.7795)  -1.13
O (-5.8746, 1.4312, -2.1992)  -0.52
H (-4.7289, -0.6856, -0.0664)  0.21
H (-4.9453, -2.2556, -0.6839)  0.45
H (-6.1404, -0.9566, -1.1807)  0.28
H (-3.5195, -2.9533, -1.9246)  0.45
H (-2.4281, -1.7403, -1.2166)  0.40
H (-2.3259, -1.8658, -2.8914)  0.23
H (-5.8057, -0.6250, -3.4339)  0.44
H (-5.3405, -2.3812, -3.2734)  0.43
H (-4.3992, -1.3702, -4.2973)  0.11
H (-2.7537, 0.3106, -2.6934)  -0.49
H (-3.3198, 0.6487, -1.1425)  -0.34
H (-4.4840, 1.5315, -3.8658)  0.38
H (-4.0011, 2.3417, -2.5747)  0.59
H (-6.1881, 2.3388, -2.2643)  0.32
P (-2.1668, 0.9713, 1.4835)  1.25
F (-3.1648, 1.9822, 0.7222)  -0.39
F (-1.1894, 0.8921, 0.2049)  -0.32
F (-1.2227, 2.1870, 1.9949)  -0.35
F (-1.2259, -0.0231, 2.3624)  -0.34
F (-3.1748, 1.0157, 2.7649)  -0.48
F (-3.0056, -0.2939, 0.9030)  -0.40
P (-0.9075, -0.2237, -5.2884)  1.24
F (-0.6553, -0.3094, -3.6831)  -0.41
F (-1.0285, 1.3906, -5.2538)  -0.40
F (0.6454, 0.0138, -5.6792)  -0.39
F (-1.3339, -0.2652, -6.8745)  -0.40
F (-0.6732, -1.8280, -5.4306)  -0.38
F (-2.4764, -0.3825, -4.9400)  -0.33
P (2.3151, 4.0943, -1.9266)  1.35
F (2.2926, 2.8984, -3.0250)  -0.35
F (1.8309, 5.1569, -3.0215)  -0.36
F (0.8220, 3.8470, -1.4373)  -0.35
F (2.5844, 5.3355, -0.8403)  -0.42
F (2.8969, 3.0814, -0.7680)  -0.38
F (3.8914, 4.3309, -2.3560)  -0.43
P (-1.2297, -4.3214, 2.2033)  1.46
F (-1.3048, -2.6846, 2.0912)  -0.47
F (-2.8439, -4.3831, 1.9577)  -0.42
F (-1.0138, -4.3837, 0.5600)  -0.38
F (-1.1247, -5.9160, 2.2158)  -0.37
F (0.3629, -4.1949, 2.3641)  -0.37
F (-1.5601, -4.2088, 3.8035)  -0.41
P (4.4224, -5.4922, -0.4453)  1.25
F (5.0462, -4.2059, -1.2274)  -0.37
F (3.1710, -5.4581, -1.4865)  -0.36
F (5.2882, -6.5235, -1.3629)  -0.38
F (3.7143, -6.7254, 0.2898)  -0.36
F (5.6690, -5.4626, 0.5980)  -0.39
F (3.7273, -4.3834, 0.5796)  -0.39

Record 2
Below is C16H39F3O21P3SZn as an isolated structure in a non-equilibrium geometry, with properties calculated with the ωB97M-V functional and the def2-TZVPD basis.

Its total charge is +1. For the LUMO energy, the calculation gives -1.96 eV. The value obtained for the energy above the lowest of the compared OMol25 structures with the same formula, charge and spin is 12.7 kcal/mol.

Last column: Mulliken charge in e.
CARTESIAN COORDINATES (ANGSTROEM)
Zn (-0.2237, 0.1837, -0.4171)  1.48
C (1.0601, 0.0474, -4.5455)  0.58
F (0.9250, -1.1908, -4.0381)  -0.22
F (1.9630, -0.0156, -5.5168)  -0.24
F (-0.1096, 0.4144, -5.0690)  -0.25
S (1.5974, 1.2192, -3.2391)  1.38
O (0.6473, 0.9447, -2.1520)  -0.86
O (2.9436, 0.8270, -2.9368)  -0.72
O (1.4039, 2.5165, -3.8316)  -0.73
C (1.2741, -4.0649, -2.4672)  -0.45
O (0.0679, -4.1143, -1.6878)  -0.37
P (-0.9891, -2.9730, -1.8270)  -0.85
O (-0.5563, -1.6305, -1.4599)  1.28
O (-2.1855, -3.5146, -0.9752)  -0.09
C (-2.6031, -4.8815, -1.0453)  -0.95
O (-1.4414, -3.1169, -3.3182)  -0.28
C (-2.2423, -2.1061, -3.9231)  -0.19
H (1.4480, -5.0602, -2.8753)  0.35
H (2.1240, -3.7741, -1.8609)  0.09
H (1.1810, -3.3983, -3.3244)  0.19
H (-3.5718, -4.9494, -0.5605)  0.27
H (-1.8986, -5.5554, -0.5553)  0.30
H (-2.6835, -5.2265, -2.0785)  0.38
H (-1.6299, -1.4075, -4.4864)  0.12
H (-2.8776, -1.5920, -3.2019)  -0.04
H (-2.9079, -2.5776, -4.6503)  0.34
C (3.8790, -2.6403, 0.9620)  -0.73
O (3.1682, -1.6217, 1.6956)  -0.23
P (2.8244, -0.2613, 0.9897)  -2.22
O (1.7451, -0.3020, 0.0182)  1.59
O (4.1961, 0.2000, 0.4273)  -0.27
C (4.3064, 1.5153, -0.1652)  -0.24
O (2.4516, 0.6915, 2.1768)  0.80
C (3.4363, 1.0450, 3.1736)  -1.03
H (4.3716, -3.2808, 1.6889)  0.30
H (4.6396, -2.2279, 0.3036)  0.35
H (3.1567, -3.2319, 0.4055)  0.10
H (5.1547, 1.4932, -0.8393)  0.30
H (4.4931, 2.2397, 0.6301)  0.17
H (3.4126, 1.7702, -0.7256)  -0.09
H (4.4100, 0.6125, 2.9527)  0.38
H (3.0869, 0.6275, 4.1167)  0.26
H (3.4819, 2.1285, 3.2195)  0.15
C (2.2132, 4.8252, 1.7756)  -1.04
O (1.7397, 3.5499, 1.3295)  0.19
P (0.2149, 3.2647, 1.1119)  -0.98
O (0.0085, 1.9011, 0.6258)  2.49
O (-0.4928, 3.5497, 2.4756)  -0.25
C (-0.0401, 2.9347, 3.6840)  -0.46
O (-0.3614, 4.3956, 0.2439)  -0.30
C (0.0341, 4.3944, -1.1547)  -0.57
H (2.5667, 4.7555, 2.8089)  0.30
H (1.4276, 5.5843, 1.8115)  0.38
H (3.0258, 5.1506, 1.1357)  0.30
H (0.9996, 2.6092, 3.6222)  0.02
H (-0.6306, 2.0375, 3.8870)  0.18
H (-0.1924, 3.6397, 4.4944)  0.38
H (0.4265, 3.4357, -1.4826)  0.05
H (0.8350, 5.1166, -1.3010)  0.33
H (-0.8389, 4.6062, -1.7598)  0.26
C (-2.7641, -2.6359, 1.9704)  -0.33
O (-1.6793, -2.2724, 2.8203)  -0.43
C (-0.8135, -1.3780, 2.3970)  0.18
O (-0.8540, -0.8338, 1.3153)  -0.39
O (0.1111, -1.0959, 3.2873)  -0.06
C (0.1015, -1.7299, 4.5732)  -0.83
H (-2.9047, -1.9056, 1.1696)  -0.07
H (-3.6855, -2.6181, 2.5498)  0.36
H (-2.6160, -3.6116, 1.5203)  0.21
H (-0.7495, -1.3675, 5.1532)  0.33
H (1.0208, -1.4094, 5.0476)  0.23
H (0.0239, -2.8110, 4.5111)  0.33
C (-5.4103, -0.2218, -1.4493)  -0.86
O (-3.9825, -0.2116, -1.5410)  -0.19
C (-3.2885, 0.7565, -0.9862)  0.13
O (-2.0763, 0.7542, -1.0161)  0.33
O (-4.0377, 1.7085, -0.4511)  -0.45
C (-3.3546, 2.7993, 0.1538)  -0.48
H (-5.8369, 0.5064, -2.1367)  0.32
H (-5.7532, -0.0251, -0.4371)  0.36
H (-5.7242, -1.2166, -1.7497)  0.25
H (-2.6887, 2.4811, 0.9558)  0.12
H (-4.0981, 3.4395, 0.6247)  0.36
H (-2.8045, 3.3867, -0.5771)  0.19

Record 3
Below is a 3-piece molecular cluster, C16H40ClN4O5 overall, with properties calculated with the ωB97M-V functional and the def2-TZVPD basis.

Its total charge is +1. For the LUMO energy, the calculation gives -2.74 eV. The value obtained for the energy above the lowest of the compared OMol25 structures with the same formula, charge and spin is 0.0 kcal/mol.

Last column: natural (NBO) charge in e.
CARTESIAN COORDINATES (ANGSTROEM)
O (2.5697, -2.2673, -3.4981)  -0.70
C (2.1123, -1.5363, -4.5536)  0.26
C (2.3028, -0.0215, -4.5099)  -0.28
N (1.4334, 0.6811, -3.5964)  -0.61
C (0.0350, 0.3244, -3.5759)  -0.28
C (-0.1842, -1.1853, -3.5469)  -0.06
Cl (-1.8785, -1.6479, -3.7082)  0.02
N (0.5806, -1.7760, -4.6894)  -0.55
H (2.5974, -1.8024, -2.6329)  0.52
H (2.5276, -1.9618, -5.4684)  0.20
H (2.1866, 0.3824, -5.5229)  0.21
H (3.3424, 0.1423, -4.2236)  0.25
H (1.8189, 0.7798, -2.6720)  0.39
H (-0.4778, 0.7235, -4.4623)  0.20
H (-0.4321, 0.7687, -2.7031)  0.27
H (0.2229, -1.6528, -2.6504)  0.24
H (0.2361, -1.3467, -5.5526)  0.43
H (0.4059, -2.7809, -4.7518)  0.45
C (-4.3624, -0.5783, 2.8748)  -0.25
O (-4.5964, 0.2853, 1.7804)  -0.56
C (-4.7506, 1.6566, 2.1302)  -0.07
C (-3.6507, 2.4786, 1.5003)  -0.24
N (-2.3620, 2.1197, 2.0663)  -0.62
C (-1.2044, 2.7159, 1.4261)  -0.24
C (-0.9550, 2.3812, -0.0383)  -0.08
O (-0.6576, 1.0017, -0.2575)  -0.58
C (-1.7739, 0.1612, -0.4898)  -0.26
H (-4.3685, -1.5949, 2.4862)  0.19
H (-3.3996, -0.3863, 3.3629)  0.16
H (-5.1483, -0.4879, 3.6307)  0.18
H (-4.7307, 1.7686, 3.2180)  0.18
H (-5.7195, 2.0035, 1.7633)  0.19
H (-3.8418, 3.5393, 1.6885)  0.20
H (-3.7112, 2.3270, 0.4115)  0.16
H (-2.2713, 1.1114, 2.0719)  0.36
H (-0.3179, 2.4210, 1.9941)  0.20
H (-1.2822, 3.8054, 1.5049)  0.20
H (-0.0795, 2.9420, -0.3732)  0.19
H (-1.7998, 2.6691, -0.6745)  0.17
H (-2.5493, 0.6621, -1.0778)  0.18
H (-2.2362, -0.2304, 0.4188)  0.19
H (-1.4057, -0.6909, -1.0583)  0.16
C (0.9292, -2.1421, 4.1076)  -0.25
O (0.5850, -1.0159, 3.3243)  -0.57
C (1.3503, 0.1529, 3.5998)  -0.07
C (2.1039, 0.5754, 2.3606)  -0.24
N (3.1134, -0.4125, 2.0072)  -0.62
C (3.7593, -0.2026, 0.7265)  -0.25
C (2.8797, -0.2244, -0.5207)  -0.10
O (2.3399, -1.5109, -0.8616)  -0.60
C (1.2124, -1.9155, -0.0911)  -0.26
H (0.2113, -2.9256, 3.8736)  0.19
H (1.9415, -2.5055, 3.8954)  0.16
H (0.8689, -1.9188, 5.1767)  0.18
H (2.0427, -0.0373, 4.4248)  0.19
H (0.6685, 0.9543, 3.8974)  0.19
H (2.5981, 1.5343, 2.5474)  0.20
H (1.3559, 0.7451, 1.5723)  0.17
H (2.7118, -1.3382, 2.0543)  0.36
H (4.5503, -0.9454, 0.6016)  0.21
H (4.2453, 0.7789, 0.7494)  0.20
H (3.5130, 0.0610, -1.3676)  0.18
H (2.0564, 0.4964, -0.4338)  0.18
H (0.5775, -1.0618, 0.1451)  0.20
H (1.5043, -2.3938, 0.8426)  0.19
H (0.6570, -2.6523, -0.6736)  0.18

HOMO, record by record: -5.2269 -11.4867 -10.8818 eV